ORCA calculation (ωB97M-V with the def2-TZVPD basis set) on 2 unconnected molecules or ions with the total composition C3H8OS in a non-equilibrium geometry.

Bonds (Å) are listed after each position.
CARTESIAN COORDINATES (ANGSTROEM)
1 C -0.1040 -0.0587 -1.3772  C2 1.514, S5 1.698
2 C 0.6594 -1.3657 -1.4012  C1 1.514, H7 1.062, H8 1.111, H9 1.168
3 C -0.0890 0.8677 1.9284  S5 1.948, H10 1.199, H11 1.035, H12 1.157
4 O -1.9188 -0.3278 0.3006  S5 1.455
5 S -0.7025 0.4517 0.1273  C1 1.698, C3 1.948, O4 1.455, H13 1.359
6 H 1.0789 1.3573 -1.6820  no bonds
7 H 1.6211 -1.5809 -1.0057  C2 1.062
8 H -0.0726 -2.1167 -1.0342  C2 1.111
9 H 0.7586 -1.6779 -2.5223  C2 1.168
10 H 0.4986 -0.0642 2.4012  C3 1.199
11 H 0.4610 1.7427 1.8749  C3 1.035
12 H -1.1109 1.0282 2.4465  C3 1.157
13 H -1.0797 1.7443 -0.0563  S5 1.359

As for the strongest force on any atom: 4.8 eV Å⁻¹. Its electronic energy is -16116.032 eV.

---

ORCA calculation (ωB97M-V with the def2-TZVPD basis set) on 2 unconnected molecules or ions with the total composition C3H8OS.

Bonds (Å) are listed after each position.
CARTESIAN COORDINATES (ANGSTROEM)
1 C -3.1786 0.0131 -0.6028  C2 1.510, H4 1.088, H5 1.092, H6 1.086
2 C -1.8327 -0.2333 0.0352  C1 1.510, O3 1.200, H7 1.104
3 O -1.2656 -1.2831 -0.0879  C2 1.200
4 H -3.4538 1.0652 -0.6439  C1 1.088
5 H -3.1127 -0.3622 -1.6258  C1 1.092
6 H -3.9681 -0.5370 -0.0992  C1 1.086
7 H -1.3994 0.5650 0.6626  C2 1.104
8 C 1.5662 0.4338 -0.8992  S9 1.853, H10 1.087, H11 1.087, H12 1.079
9 S 2.2129 0.4734 0.8372  C8 1.853, H13 1.353
10 H 2.3638 0.1604 -1.5851  C8 1.087
11 H 1.2203 1.4300 -1.1625  C8 1.087
12 H 0.7815 -0.3048 -0.9565  C8 1.079
13 H 2.1752 -0.8755 0.9307  S9 1.353

As for the strongest force on any atom: 1.0 eV Å⁻¹. Its electronic energy is -16122.733 eV. The SMILES is CC=O.CS.

---

ORCA calculation (ωB97M-V with the def2-TZVPD basis set) on C3H8OS in the gas phase in a non-equilibrium geometry.

Bonds (Å) are listed after each position.
CARTESIAN COORDINATES (ANGSTROEM)
1 C -1.8274 0.2111 1.3270  S2 1.639, H6 1.001, H7 1.072
2 S -1.1181 -0.4189 -0.0093  C1 1.639, O3 1.896, C4 1.814, H8 1.388
3 O -1.0889 -1.9998 -1.0553  S2 1.896
4 C 0.5924 0.0805 0.3281  S2 1.814, C5 1.503, H9 1.030, H10 1.040
5 C 1.3995 -0.2957 -0.8832  C4 1.503, H11 1.078, H12 1.068, H13 1.068
6 H -1.2448 0.0735 2.1298  C1 1.001
7 H -2.8071 -0.1453 1.5781  C1 1.072
8 H -1.3763 0.5590 -0.9603  S2 1.388
9 H 0.5378 0.9810 0.8247  C4 1.030
10 H 0.8609 -0.6386 1.0294  C4 1.040
11 H 2.4745 -0.2224 -0.8754  C5 1.078
12 H 1.0589 -1.2441 -1.2371  C5 1.068
13 H 1.2761 0.4309 -1.6558  C5 1.068

As for the strongest force on any atom: 6.3 eV Å⁻¹. Its electronic energy is -16117.082 eV. The SMILES is C=[S@H](=O)CC.

---

For reference, energy above the lowest of the compared OMol25 structures with the same formula, charge and spin by record: 7.2049, 0.5044, 6.1550 eV.